Formula: C7H15Cl2NSn
Source: the OMol25 dataset
Level of theory: ωB97M-V/def2-TZVPD

```
26
Properties=species:S:1:pos:R:3
Sn 1.30189 -0.35432 -0.42005
Cl 0.87249 -2.73963 -0.36834
Cl 1.83846 0.69458 1.78156
C 3.24343 -0.30534 -0.97600
H 3.45160 0.82314 -1.14546
H 3.32582 -0.86757 -1.92580
C -0.50030 1.21958 -1.65497
C 0.57173 0.65968 -2.21366
H -0.31782 2.05105 -0.96303
C 0.51130 -0.57210 -3.14503
H 1.61335 1.03737 -2.11371
C -0.75898 -0.38649 -4.00218
H 1.39982 -0.61420 -3.79017
H 0.49420 -1.59966 -2.70090
C -1.98645 -0.24835 -3.13629
H -0.59288 0.54997 -4.54968
H -0.91528 -1.21890 -4.70199
C -1.87615 0.77579 -1.94510
H -2.84310 0.05463 -3.74652
H -2.26247 -1.20623 -2.67485
H -2.42086 1.69633 -2.20192
H -2.40487 0.33655 -1.07405
N -0.75570 -0.41648 0.85406
H -0.21235 -0.68294 1.68415
H -1.48933 -1.11290 0.68651
H -1.16845 0.50773 1.05581
```

E_LUMO (alpha / beta): -0.444 / -0.445 eV
relative energy (zero: lowest compared OMol25 entry of this formula, charge and spin): 193.7 kJ/mol